ORCA calculation (wB97M-V/def2-TZVPD) on a cluster of 2 separate species, C9H14 in total.

Last column: Löwdin charge in e.
Element x y z (Å)
C: 2.4559 0.8043 -1.7718  -0.059
C: 1.1645 0.0646 -1.5271  -0.297
C: 1.2475 -1.1838 -0.9464  -0.055
C: 0.1105 -2.0455 -0.8842  -0.072
C: -1.1245 -1.5342 -1.2876  -0.134
C: -1.2147 -0.2682 -1.7331  -0.120
C: -0.0963 0.5582 -1.8756  -0.044
H: 2.1097 1.8114 -2.0752  0.075
H: 3.2197 0.3081 -2.3702  0.078
H: 3.0609 1.0062 -0.8523  0.087
H: 2.0395 -1.6145 -0.3640  0.103
H: 0.2371 -3.0443 -0.5121  0.091
H: -1.9629 -2.2968 -1.3614  0.125
H: -2.1657 0.2013 -2.0669  0.116
H: -0.1106 1.6116 -2.1538  0.108
C: -1.8036 0.3673 2.4258  -0.151
C: -0.5215 0.9829 3.0266  -0.176
H: -2.5495 0.1780 3.1934  0.054
H: -2.1940 1.1292 1.7421  0.064
H: -1.6088 -0.5739 1.9460  0.044
H: 0.3453 0.7177 2.4198  0.047
H: -0.2448 0.7301 4.0461  0.051
H: -0.3936 2.0901 2.9820  0.067

The value obtained for the molecular weight is 122.21 Da. The SMILES is Cc1ccccc1.CC. The HOMO energy is -9.15 eV. The HOMO-LUMO gap comes out at 10.130 eV. The total energy comes out at -9559.162 eV. The energy above the lowest of the compared OMol25 structures with the same formula, charge and spin comes out at 98.39 kJ/mol.

***

ORCA calculation (wB97M-V/def2-TZVPD) on a cluster of 2 separate species, C9H14 in total.

Last column: Löwdin charge in e.
Element x y z (Å)
C: 0.3071 -2.4901 -0.5277  -0.051
C: 0.1604 -1.0477 -1.0004  -0.301
C: 1.1399 -0.4230 -1.6932  -0.051
C: 0.9633 0.9975 -2.0082  -0.079
C: -0.2468 1.6436 -1.8310  -0.106
C: -1.3556 0.8978 -1.2974  -0.087
C: -1.1284 -0.4174 -0.8231  -0.050
H: 1.3114 -2.8644 -0.8424  0.087
H: -0.5669 -3.1648 -0.8091  0.103
H: 0.3637 -2.3680 0.5289  0.051
H: 2.0171 -0.7693 -2.0590  0.068
H: 1.9043 1.4049 -2.4406  0.106
H: -0.4245 2.7660 -2.0831  0.129
H: -2.2394 1.2941 -0.9573  0.067
H: -1.8592 -0.9893 -0.2575  0.107
C: -0.3672 0.2968 2.7735  -0.153
C: 0.3894 1.1325 1.7879  -0.140
H: -1.3564 0.6004 2.9897  0.053
H: -0.7051 -0.6444 2.3205  0.060
H: 0.0630 0.1108 3.6856  0.035
H: 1.2034 0.6685 1.2499  0.068
H: 0.7509 1.9488 2.2785  0.033
H: -0.3244 1.4169 1.0155  0.052

The value obtained for the molecular weight is 122.21 Da. The SMILES is Cc1ccccc1.CC. The HOMO energy is -9.07 eV. The HOMO-LUMO gap comes out at 10.117 eV. The total energy comes out at -9558.649 eV. The energy above the lowest of the compared OMol25 structures with the same formula, charge and spin comes out at 147.89 kJ/mol.

***

ORCA calculation (wB97M-V/def2-TZVPD) on a cluster of 2 separate species, C9H14 in total.

Last column: Löwdin charge in e.
Element x y z (Å)
C: -1.8969 -0.3942 -1.0830  -0.085
C: -0.8954 -1.1292 -0.2712  -0.253
C: 0.4593 -0.7983 -0.7174  -0.076
C: 1.5151 -1.4425 -0.1186  -0.120
C: 1.3371 -2.2160 1.0172  -0.105
C: 0.0534 -2.7678 1.1459  -0.106
C: -1.1207 -2.1618 0.6737  -0.039
H: -1.8649 -0.5622 -2.2238  0.112
H: -1.7590 0.7257 -0.9308  0.082
H: -2.9457 -0.4602 -0.8245  0.061
H: 0.6549 -0.1955 -1.5485  0.086
H: 2.5346 -1.4874 -0.3751  0.091
H: 2.2673 -2.4618 1.6305  0.126
H: 0.0568 -3.8232 1.6541  0.131
H: -2.0989 -2.3112 1.0615  0.097
C: -0.1677 3.0707 0.3772  -0.181
C: 1.1105 2.3791 -0.0696  -0.193
H: -0.0113 3.8622 1.1965  0.096
H: -0.7946 3.3855 -0.5271  0.088
H: -0.7173 2.2820 0.7099  -0.005
H: 1.1633 1.2944 0.3683  0.079
H: 1.1210 2.1043 -1.0995  0.026
H: 1.9990 3.1073 -0.0456  0.088

The value obtained for the molecular weight is 122.21 Da. The SMILES is Cc1ccccc1.CC. The HOMO energy is -8.62 eV. The HOMO-LUMO gap comes out at 9.502 eV. The total energy comes out at -9557.505 eV. The energy above the lowest of the compared OMol25 structures with the same formula, charge and spin comes out at 258.26 kJ/mol.

***

ORCA calculation (wB97M-V/def2-TZVPD) on a cluster of 2 separate species, C9H14 in total.

Last column: Löwdin charge in e.
Element x y z (Å)
C: 2.9186 -0.0925 -1.6027  -0.082
C: 1.6018 0.6734 -1.3764  -0.281
C: 0.6507 0.9240 -2.4085  -0.028
C: -0.5240 1.5179 -1.9526  -0.102
C: -0.7332 1.7651 -0.5968  -0.117
C: 0.1419 1.4719 0.4229  -0.091
C: 1.4063 0.9376 -0.0234  -0.064
H: 3.8842 0.5178 -1.4520  0.099
H: 2.8735 -0.7871 -2.4749  0.075
H: 2.9353 -0.8396 -0.7415  0.077
H: 0.5993 0.7949 -3.4967  0.114
H: -1.2781 1.7701 -2.6093  0.073
H: -1.7254 2.1783 -0.2512  0.117
H: -0.0428 1.4592 1.4701  0.076
H: 2.0776 0.5802 0.8018  0.124
C: -2.5110 -2.0334 1.9692  -0.150
C: -1.1949 -1.2134 2.2411  -0.150
H: -3.3510 -1.5412 2.3669  0.038
H: -2.8063 -2.1159 0.8732  0.075
H: -2.3436 -3.0842 1.9226  0.044
H: -1.2834 -0.0941 2.1754  0.049
H: -0.8653 -1.3718 3.2544  0.048
H: -0.4302 -1.4170 1.4885  0.055

The value obtained for the molecular weight is 122.21 Da. The SMILES is Cc1ccccc1.CC. The HOMO energy is -8.98 eV. The HOMO-LUMO gap comes out at 9.979 eV. The total energy comes out at -9558.289 eV. The energy above the lowest of the compared OMol25 structures with the same formula, charge and spin comes out at 182.64 kJ/mol.

***

ORCA calculation (wB97M-V/def2-TZVPD) on a cluster of 2 separate species, C9H14 in total.

Last column: Löwdin charge in e.
Element x y z (Å)
C: 0.3162 -1.4474 -1.9335  -0.030
C: -0.6688 -1.0724 -0.7859  -0.285
C: -1.6548 -1.8248 -0.2043  -0.079
C: -2.2904 -1.4135 0.9358  -0.130
C: -2.0261 -0.2141 1.5064  -0.078
C: -0.8780 0.4704 0.9969  -0.051
C: -0.3734 0.1024 -0.2413  -0.084
H: 0.5285 -0.6838 -2.5586  0.027
H: -0.0671 -2.2580 -2.5524  0.072
H: 1.2934 -1.8132 -1.5746  0.090
H: -1.8230 -2.9310 -0.6107  0.153
H: -3.2135 -1.9920 1.3221  0.134
H: -2.4297 0.2976 2.3413  0.091
H: -0.4214 1.1071 1.6249  0.053
H: 0.6511 0.5414 -0.4573  0.117
C: 3.3079 1.6995 -0.1219  -0.177
C: 2.3143 2.7579 0.2067  -0.153
H: 3.6283 1.1209 0.6733  0.056
H: 3.1390 1.1972 -0.9041  -0.016
H: 4.2820 2.1526 -0.3073  0.079
H: 1.5566 2.1919 0.8309  0.060
H: 2.7880 3.5070 0.7668  0.039
H: 1.8059 3.2144 -0.7477  0.114

The value obtained for the molecular weight is 122.21 Da. The SMILES is Cc1ccccc1.CC. The HOMO energy is -8.99 eV. The HOMO-LUMO gap comes out at 9.962 eV. The total energy comes out at -9557.598 eV. The energy above the lowest of the compared OMol25 structures with the same formula, charge and spin comes out at 249.25 kJ/mol.

***

ORCA calculation (wB97M-V/def2-TZVPD) on a cluster of 2 separate species, C9H14 in total.

Last column: Löwdin charge in e.
Element x y z (Å)
C: -1.0351 3.5176 0.9788  -0.043
C: -0.6470 2.0292 0.8216  -0.310
C: -1.4661 1.1144 1.4612  -0.097
C: -1.0620 -0.1632 1.7033  -0.083
C: 0.2351 -0.5049 1.2131  -0.096
C: 1.1492 0.3955 0.5761  -0.073
C: 0.5280 1.6275 0.2948  -0.115
H: -0.2447 4.1808 1.3013  0.065
H: -1.8256 3.6233 1.6380  0.036
H: -1.1427 3.9037 -0.1125  0.112
H: -2.5408 1.4657 1.4988  0.133
H: -1.7565 -0.8506 2.2069  0.111
H: 0.4027 -1.5575 1.3506  0.073
H: 2.3166 0.5069 0.4289  0.143
H: 1.3373 2.4315 -0.1215  0.153
C: 1.0939 -2.2973 -2.4276  -0.160
C: 0.3617 -3.1300 -1.3641  -0.167
H: 1.0436 -1.2116 -2.3476  0.053
H: 2.1308 -2.4250 -2.5513  0.036
H: 0.6587 -2.5931 -3.4130  0.071
H: 0.1723 -4.2325 -1.6377  0.094
H: 0.8872 -3.1286 -0.4968  -0.006
H: -0.5967 -2.7018 -1.0012  0.069

The value obtained for the molecular weight is 122.21 Da. The SMILES is Cc1ccccc1.CC. The HOMO energy is -8.73 eV. The HOMO-LUMO gap comes out at 9.756 eV. The total energy comes out at -9557.726 eV. The energy above the lowest of the compared OMol25 structures with the same formula, charge and spin comes out at 236.87 kJ/mol.